Record 1
The following is a DFT calculation (wB97M-V/def2-TZVPD) of C31H25NPRuS4Se2 as an isolated structure.

Results
Kohn-Sham gap (alpha / beta): 0.26118 / 0.22673 Eh
2S+1: 2
HOMO (alpha / beta): -0.2588 / -0.2550 Ha
calculated total energy: -219950.708 eV
ΔE to the lowest compared entry with this formula, charge and spin: 0.0 kJ/mol

Positions of all 65 atoms, in Å:
1 Ru 0.34 0.02 -0.56
2 S 1.44 0.26 -2.62
3 C 2.20 -1.29 -2.93
4 C 2.91 -1.46 -4.13
5 C 3.50 -2.67 -4.44
6 C 3.38 -3.77 -3.59
7 C 2.68 -3.62 -2.41
8 C 2.12 -2.38 -2.07
9 S 1.25 -2.24 -0.53
10 C 2.63 -2.41 0.64
11 C 3.21 -1.13 1.18
12 C 4.05 -1.18 2.29
13 C 4.66 -0.01 2.71
14 C 4.40 1.16 2.02
15 C 3.53 1.12 0.95
16 C 3.14 2.35 0.18
17 S 1.43 2.72 0.67
18 C 0.95 3.72 -0.70
19 C 1.57 4.95 -0.92
20 C 1.21 5.73 -2.01
21 C 0.21 5.28 -2.87
22 C -0.41 4.07 -2.65
23 C -0.06 3.27 -1.56
24 S -0.98 1.79 -1.28
25 N 2.94 0.00 0.55
26 H 2.99 -0.63 -4.81
27 H 4.04 -2.77 -5.37
28 H 3.82 -4.72 -3.84
29 H 2.55 -4.46 -1.73
30 H 3.40 -2.97 0.11
31 H 2.28 -3.04 1.46
32 H 4.23 -2.12 2.80
33 H 5.32 -0.02 3.57
34 H 4.86 2.10 2.31
35 H 3.14 2.12 -0.89
36 H 3.81 3.18 0.39
37 H 2.33 5.30 -0.23
38 H 1.69 6.68 -2.18
39 H -0.08 5.88 -3.73
40 H -1.18 3.71 -3.32
41 Se -1.73 -1.23 -1.16
42 P -2.21 -0.90 0.93
43 Se -0.32 -0.51 1.90
44 C -3.34 0.51 1.12
45 C -4.59 0.42 0.50
46 C -5.47 1.49 0.58
47 C -5.10 2.64 1.28
48 C -3.86 2.72 1.88
49 C -2.97 1.65 1.80
50 C -3.14 -2.31 1.60
51 C -3.78 -2.17 2.83
52 C -4.46 -3.24 3.39
53 C -4.51 -4.45 2.71
54 C -3.88 -4.59 1.48
55 C -3.18 -3.53 0.93
56 H -4.86 -0.46 -0.06
57 H -6.43 1.43 0.10
58 H -5.79 3.47 1.34
59 H -3.57 3.62 2.41
60 H -1.98 1.72 2.24
61 H -3.75 -1.22 3.35
62 H -4.95 -3.13 4.34
63 H -5.05 -5.29 3.14
64 H -3.92 -5.54 0.96
65 H -2.67 -3.63 -0.02


Record 2
The following is a DFT calculation (wB97M-V/def2-TZVPD) of C31H26AsAuS as an isolated structure.

Results
Kohn-Sham gap: 0.24230 Eh
2S+1: 1
HOMO: -0.2808 Ha
calculated total energy: -107933.972 eV
ΔE to the lowest compared entry with this formula, charge and spin: 38.0 kJ/mol

Positions of all 60 atoms, in Å:
1 Au -1.98 -0.96 0.51
2 S -2.61 0.70 2.02
3 C -1.23 1.73 2.50
4 C -1.42 2.43 3.69
5 C -0.46 3.32 4.17
6 C 0.70 3.52 3.45
7 C 0.90 2.84 2.26
8 C -0.06 1.95 1.77
9 As 0.27 0.95 0.13
10 C 1.94 1.75 -0.47
11 C 3.12 1.08 -0.15
12 C 4.35 1.60 -0.53
13 C 4.41 2.79 -1.24
14 C 3.23 3.45 -1.58
15 C 2.01 2.94 -1.19
16 C -0.99 1.84 -1.06
17 C -1.29 1.22 -2.27
18 C -2.20 1.79 -3.15
19 C -2.83 2.98 -2.82
20 C -2.54 3.60 -1.61
21 C -1.63 3.03 -0.73
22 H -2.33 2.27 4.25
23 H -0.63 3.84 5.10
24 H 1.46 4.21 3.81
25 H 1.81 3.01 1.70
26 H 3.07 0.15 0.40
27 H 5.26 1.07 -0.27
28 H 5.36 3.19 -1.55
29 H 3.28 4.38 -2.14
30 H 1.09 3.46 -1.45
31 H -0.81 0.28 -2.53
32 H -2.42 1.30 -4.09
33 H -3.54 3.42 -3.50
34 H -3.04 4.53 -1.34
35 H -1.43 3.51 0.22
36 C -1.64 -2.60 1.76
37 C -0.25 -3.08 1.66
38 C 0.77 -2.33 2.26
39 C 2.09 -2.76 2.19
40 C 2.40 -3.95 1.53
41 C 1.39 -4.70 0.94
42 C 0.07 -4.26 1.00
43 H -1.85 -2.11 2.70
44 H -2.40 -3.34 1.50
45 H 0.53 -1.41 2.77
46 H 2.87 -2.18 2.65
47 H 3.42 -4.29 1.48
48 H 1.63 -5.62 0.43
49 H -0.71 -4.83 0.51
50 C -1.44 -3.94 -3.27
51 C -0.34 -3.26 -2.75
52 C -0.49 -2.44 -1.64
53 C -1.73 -2.28 -1.03
54 C -2.83 -2.96 -1.56
55 C -2.68 -3.79 -2.67
56 H -1.32 -4.58 -4.14
57 H 0.63 -3.37 -3.21
58 H 0.39 -1.94 -1.23
59 H -3.81 -2.86 -1.11
60 H -3.54 -4.32 -3.07


Record 3
The following is a DFT calculation (wB97M-V/def2-TZVPD) of C31H26BrMoN7O2S as an isolated structure.

Results
Kohn-Sham gap (alpha / beta): 0.23254 / 0.24631 Eh
2S+1: 3
HOMO (alpha / beta): -0.2508 / -0.2735 Ha
calculated total energy: -129828.786 eV
ΔE to the lowest compared entry with this formula, charge and spin: 0.0 kJ/mol

Positions of all 69 atoms, in Å:
1 Mo 0.49 -0.12 0.50
2 Br -5.06 1.99 1.95
3 C -3.44 2.59 2.79
4 C -3.46 3.84 3.40
5 C -2.28 4.26 3.98
6 C -1.17 3.44 3.91
7 C -1.27 2.21 3.27
8 N -2.41 1.80 2.71
9 C -0.01 1.35 3.13
10 O 1.00 1.74 3.67
11 O -0.16 0.28 2.43
12 H -4.36 4.44 3.41
13 H -2.23 5.22 4.47
14 H -0.21 3.71 4.34
15 N -3.70 -0.54 -0.63
16 C -2.83 -0.45 0.39
17 N -1.62 -0.43 -0.12
18 C -1.81 -0.51 -1.46
19 N -3.07 -0.56 -1.82
20 C -0.63 -0.47 -2.33
21 C -0.69 -0.57 -3.71
22 N 0.39 -0.48 -4.47
23 C 1.54 -0.31 -3.83
24 C 1.63 -0.22 -2.46
25 N 0.54 -0.31 -1.69
26 H -4.70 -0.53 -0.59
27 H -3.08 -0.36 1.43
28 H -1.65 -0.71 -4.20
29 H 2.44 -0.23 -4.44
30 H 2.57 -0.05 -1.94
31 S 3.86 3.06 0.43
32 C 4.63 1.55 0.68
33 C 3.75 0.52 0.72
34 C 2.38 0.91 0.55
35 C 2.32 2.28 0.38
36 C 1.07 3.00 0.22
37 C 0.97 4.40 0.19
38 C -0.27 4.98 0.05
39 C -1.40 4.17 -0.07
40 C -1.22 2.80 -0.02
41 N -0.03 2.23 0.12
42 H 5.71 1.51 0.80
43 H 4.05 -0.50 0.90
44 H 1.86 5.00 0.29
45 H -0.37 6.06 0.03
46 H -2.39 4.59 -0.18
47 H -2.07 2.14 -0.09
48 C 2.94 -3.05 -0.26
49 C 1.48 -3.17 0.18
50 C 1.39 -4.38 1.14
51 C 1.10 -1.89 0.92
52 C 0.54 -3.43 -0.99
53 C -0.83 -3.54 -0.73
54 C -1.74 -3.81 -1.75
55 C -1.29 -3.96 -3.06
56 C 0.06 -3.85 -3.33
57 C 0.97 -3.59 -2.30
58 H 3.57 -2.86 0.61
59 H 3.09 -2.23 -0.96
60 H 3.30 -3.97 -0.73
61 H 2.09 -4.25 1.97
62 H 1.63 -5.31 0.62
63 H 0.38 -4.47 1.56
64 H 1.25 -2.00 2.00
65 H -1.19 -3.41 0.28
66 H -2.79 -3.90 -1.52
67 H -1.99 -4.17 -3.86
68 H 0.42 -3.96 -4.34
69 H 2.02 -3.52 -2.54


The highest 2S+1 belongs to which entry? C31H26BrMoN7O2S


Please write out number 1 again, unchanged.
The following is a DFT calculation (wB97M-V/def2-TZVPD) of C31H25NPRuS4Se2 as an isolated structure.

Results
Kohn-Sham gap (alpha / beta): 0.26118 / 0.22673 Eh
2S+1: 2
HOMO (alpha / beta): -0.2588 / -0.2550 Ha
calculated total energy: -219950.708 eV
ΔE to the lowest compared entry with this formula, charge and spin: 0.0 kJ/mol

Positions of all 65 atoms, in Å:
1 Ru 0.34 0.02 -0.56
2 S 1.44 0.26 -2.62
3 C 2.20 -1.29 -2.93
4 C 2.91 -1.46 -4.13
5 C 3.50 -2.67 -4.44
6 C 3.38 -3.77 -3.59
7 C 2.68 -3.62 -2.41
8 C 2.12 -2.38 -2.07
9 S 1.25 -2.24 -0.53
10 C 2.63 -2.41 0.64
11 C 3.21 -1.13 1.18
12 C 4.05 -1.18 2.29
13 C 4.66 -0.01 2.71
14 C 4.40 1.16 2.02
15 C 3.53 1.12 0.95
16 C 3.14 2.35 0.18
17 S 1.43 2.72 0.67
18 C 0.95 3.72 -0.70
19 C 1.57 4.95 -0.92
20 C 1.21 5.73 -2.01
21 C 0.21 5.28 -2.87
22 C -0.41 4.07 -2.65
23 C -0.06 3.27 -1.56
24 S -0.98 1.79 -1.28
25 N 2.94 0.00 0.55
26 H 2.99 -0.63 -4.81
27 H 4.04 -2.77 -5.37
28 H 3.82 -4.72 -3.84
29 H 2.55 -4.46 -1.73
30 H 3.40 -2.97 0.11
31 H 2.28 -3.04 1.46
32 H 4.23 -2.12 2.80
33 H 5.32 -0.02 3.57
34 H 4.86 2.10 2.31
35 H 3.14 2.12 -0.89
36 H 3.81 3.18 0.39
37 H 2.33 5.30 -0.23
38 H 1.69 6.68 -2.18
39 H -0.08 5.88 -3.73
40 H -1.18 3.71 -3.32
41 Se -1.73 -1.23 -1.16
42 P -2.21 -0.90 0.93
43 Se -0.32 -0.51 1.90
44 C -3.34 0.51 1.12
45 C -4.59 0.42 0.50
46 C -5.47 1.49 0.58
47 C -5.10 2.64 1.28
48 C -3.86 2.72 1.88
49 C -2.97 1.65 1.80
50 C -3.14 -2.31 1.60
51 C -3.78 -2.17 2.83
52 C -4.46 -3.24 3.39
53 C -4.51 -4.45 2.71
54 C -3.88 -4.59 1.48
55 C -3.18 -3.53 0.93
56 H -4.86 -0.46 -0.06
57 H -6.43 1.43 0.10
58 H -5.79 3.47 1.34
59 H -3.57 3.62 2.41
60 H -1.98 1.72 2.24
61 H -3.75 -1.22 3.35
62 H -4.95 -3.13 4.34
63 H -5.05 -5.29 3.14
64 H -3.92 -5.54 0.96
65 H -2.67 -3.63 -0.02


Which value of 2S+1 does entry 2 give? 1